The following is a quantum chemistry calculation of a gas-phase ion, C8H5N2O3S (charge -1) in a non-equilibrium geometry, from the OMol25 dataset.

Atoms and positions in Å:
N1 2.4980 -0.6861 4.1649
N2 1.8555 -1.2071 3.3578
C1 1.5674 -1.5053 2.2091
S1 0.1390 -2.1852 1.7585
O1 0.2420 -2.3703 0.3165
O2 -1.1860 -0.7206 1.9278
C2 -1.9095 -0.2640 0.9263
O3 -3.1239 -0.3146 0.8270
C3 -1.0543 0.3411 -0.1602
C4 -1.3707 0.1834 -1.5738
C5 -0.5174 0.6455 -2.5365
C6 0.7055 1.1790 -2.2762
C7 1.0468 1.2468 -0.9749
C8 0.2640 0.9265 0.0980
H1 -2.4139 -0.1747 -1.8147
H2 -0.7657 0.4948 -3.5986
H3 1.5016 1.4932 -2.9262
H4 2.0075 1.6430 -0.8215
H5 0.5142 1.2747 1.0966

Atomic forces in eV per Å
N -1.5 -1.2 0.4
N 3.5 3.1 3.7
C -2.1 -1.8 -3.8
S 0.5 0.0 0.0
O -0.4 -0.3 -0.5
O -0.8 0.3 0.2
C 0.6 0.0 -0.2
O 0.3 0.0 0.2
C 2.3 0.5 -2.3
C -1.7 0.2 3.0
C -0.8 -0.7 -2.9
C 0.4 -0.4 0.3
C 0.9 0.8 1.4
C -3.4 -0.8 0.2
H 1.5 0.1 0.2
H -0.3 0.1 0.5
H -0.4 -0.1 -0.9
H 1.2 0.6 0.8
H 0.2 -0.7 0.0

Results
Frontier orbital gap (alpha / beta) ... 0.28935 / 0.28932 hartree
E_tot ... -28332.56272 eV
Highest occupied orbital energy (alpha / beta) ... -4.5 / -4.5 eV
Spin multiplicity ... 1
Total charge ... -1
Relative energy (zero: lowest compared OMol25 entry of this formula, charge and spin) ... 222.3 kJ/mol
LUMO energy (alpha / beta) ... 3.4 / 3.4 eV
Maximum force ... 6.012 eV/Å

Per-atom natural (NBO) charges, elementary charge units: N -0.184; N 0.014; C -0.572; S 1.414; O -0.933; O -0.773; C 0.768; O -0.633; C -0.106; C -0.196; C -0.218; C -0.231; C -0.218; C -0.172; H 0.227; H 0.193; H 0.206; H 0.191; H 0.226